ORCA calculation (ωB97M-V/def2-TZVPD) on C19H17F2N3O3 in the gas phase.

CARTESIAN COORDINATES (ANGSTROEM)
C: -4.352 -3.072 1.457
H: -5.028 -2.778 0.542
C: -3.713 -1.926 1.898
N: -2.618 -1.432 0.890
C: -1.387 -0.861 1.152
O: -0.731 -1.145 2.340
C: -0.394 -0.402 0.185
N: -1.236 -0.047 -1.139
O: -0.265 0.488 -1.940
C: 0.914 0.472 -1.194
C: 0.829 -0.360 -0.075
H: 1.563 -0.429 0.574
C: 2.079 1.183 -1.970
O: 3.037 -0.177 -2.092
C: 4.167 0.231 -2.841
C: 5.234 -0.921 -2.809
C: 6.352 -0.654 -3.392
C: 6.766 0.477 -3.941
C: 5.709 1.463 -3.908
C: 4.699 1.318 -3.195
H: 3.969 2.297 -3.272
H: 6.316 2.358 -4.256
F: 7.889 0.464 -4.602
H: 7.118 -1.743 -3.504
F: 4.583 -2.186 -2.625
H: 2.497 1.769 -1.326
H: 1.818 1.537 -2.862
H: -2.961 -1.384 -0.110
H: -2.858 -2.111 2.813
C: -4.449 -0.628 2.249
C: -3.693 0.434 2.557
C: -3.113 1.481 1.607
C: -2.276 2.381 2.204
C: -1.998 2.639 3.554
N: -2.523 1.740 4.425
C: -3.387 0.507 3.962
H: -3.859 0.099 4.600
H: -1.253 3.174 4.165
H: -1.784 3.082 1.491
H: -3.156 1.171 0.631
H: -4.986 -0.359 1.449
H: -4.948 -1.075 3.026
H: -4.962 -3.324 2.101
H: -3.611 -3.751 1.178

DFT total energy (Eh): -1323.2989
ΔE to the lowest compared entry with this formula, charge and spin (eV): 16.124
HOMO-LUMO gap (Ha): 0.3128